# C8H19N14O3RuSe2

C8H19N14O3RuSe2 as an isolated structure (ωB97M-V with the def2-TZVPD basis set, the Open Molecules 2025 dataset).

Last column: Mulliken charge in e.
CARTESIAN COORDINATES (ANGSTROEM)
Ru -0.82 0.86 0.97  0.52
N 1.03 -0.80 0.61  0.12
N 1.66 -1.12 1.83  -0.37
C 1.21 -0.40 2.91  0.54
N 1.73 -0.65 4.12  -0.43
N 0.33 0.51 2.66  0.21
N -0.47 1.12 3.65  0.60
O -1.38 1.80 2.94  -0.47
O 0.06 1.57 4.69  -0.72
H 0.60 -1.64 0.24  0.27
H 1.69 -0.40 -0.06  -0.06
H 2.64 -1.32 1.80  0.25
H 2.02 -1.59 4.32  0.22
H 1.35 -0.09 4.87  0.26
N -4.00 -0.39 0.35  -0.10
C -3.11 -1.22 0.98  0.26
N -3.38 -2.45 1.38  -0.51
N -2.22 -2.89 1.91  -0.69
N -1.32 -1.99 1.87  -0.40
N -1.85 -0.89 1.26  0.78
C -3.63 0.77 -0.27  0.20
N -4.41 1.45 -1.08  -0.41
N -3.64 2.50 -1.48  -0.59
N -2.49 2.46 -0.94  -0.36
N -2.42 1.34 -0.15  0.67
H -4.92 -0.75 0.16  0.24
C 4.81 -1.25 -1.60  -0.98
Se 3.35 0.00 -1.91  0.05
C 2.22 -1.23 -2.93  -0.63
C 1.14 -0.48 -3.69  -0.97
Se -0.10 0.53 -2.55  0.14
C -1.70 -0.49 -2.95  -0.92
H 4.45 -2.14 -1.10  0.31
H 5.54 -0.75 -0.98  0.33
H 5.27 -1.52 -2.55  0.31
H 1.78 -1.97 -2.26  0.30
H 2.88 -1.74 -3.63  0.47
H 0.53 -1.18 -4.26  0.39
H 1.59 0.23 -4.39  0.42
H -1.83 -0.55 -4.03  0.42
H -2.54 0.07 -2.54  0.19
H -1.67 -1.48 -2.50  0.33
C 0.00 3.70 0.89  -0.60
O 0.09 2.36 0.45  -0.38
H -1.04 3.99 1.00  0.27
H 0.49 4.33 0.14  0.24
H 0.50 3.80 1.85  0.26

Values from the calculation:
E_tot, eV: -168874.2283
Gap between HOMO and LUMO (spin up / spin down), eV: 7.555 / 6.626
2S+1: 6
HOMO (spin up / spin down), Ha: -0.28491 / -0.32152
E_LUMO (spin up / spin down), eV: -0.198 / -2.123
⟨S²⟩: 8.774



# C4H3Cl2HgN10

C4H3Cl2HgN10 as an isolated structure (ωB97M-V with the def2-TZVPD basis set, the Open Molecules 2025 dataset).

Last column: Mulliken charge in e.
CARTESIAN COORDINATES (ANGSTROEM)
Hg -0.38 -1.12 1.46  1.19
Cl 0.20 3.11 0.10  -0.19
C -0.16 2.30 1.56  -0.64
Cl -0.79 -0.23 3.75  -0.70
H -1.19 2.23 1.85  0.38
H 0.66 2.09 2.23  0.38
N 0.39 0.11 -1.84  -0.06
C -0.96 0.06 -1.54  0.56
N -1.88 0.27 -2.46  -0.57
N -3.05 0.20 -1.78  -0.43
N -2.83 -0.05 -0.54  -0.65
N -1.49 -0.13 -0.34  0.15
C 1.48 -0.12 -1.03  0.56
N 2.72 -0.06 -1.52  -0.57
N 3.50 -0.28 -0.43  -0.43
N 2.78 -0.45 0.62  -0.65
N 1.47 -0.35 0.27  0.15
H 0.60 0.21 -2.82  0.22
N -0.57 -4.47 1.18  -0.65
C -0.51 -3.32 1.28  -0.10

Values from the calculation:
E_tot, eV: -48316.9369
Gap between HOMO and LUMO (spin up / spin down), eV: 7.366 / 7.349
Energy relative to the best compared isomer or geometry (same formula, charge and spin), kcal/mol: 0.0
Net charge: -2
2S+1: 2
HOMO (spin up / spin down), Ha: -0.07951 / -0.07988
E_LUMO (spin up / spin down), eV: 5.202 / 5.176
⟨S²⟩: 0.754



# C3H2N2O2

One molecule with the formula C3H2N2O2 at a distorted geometry (ωB97M-V with the def2-TZVPD basis set, the Open Molecules 2025 dataset).

Last column: Mulliken charge in e.
CARTESIAN COORDINATES (ANGSTROEM)
N 0.69 0.05 1.34  0.19
C 0.32 0.21 0.06  -0.23
O -1.01 0.22 -0.06  -0.20
C -1.40 0.29 -1.40  0.20
O -0.70 0.58 -2.31  -0.35
C 2.51 -0.76 0.31  0.09
N 1.96 -0.49 1.36  -0.33
H 0.10 -0.13 2.16  0.28
H -2.46 0.01 -1.46  0.33

Values from the calculation:
E_tot, eV: -10213.0284
Gap between HOMO and LUMO, eV: 9.898
Energy relative to the best compared isomer or geometry (same formula, charge and spin), kcal/mol: 119.0
2S+1: 1
HOMO, Ha: -0.35893
E_LUMO, eV: 0.131



# C28H40O24

A 8-piece molecular cluster, C28H40O24 overall at a distorted geometry (ωB97M-V with the def2-TZVPD basis set, the Open Molecules 2025 dataset).

Last column: Mulliken charge in e.
CARTESIAN COORDINATES (ANGSTROEM)
C -11.93 0.23 7.43  -1.38
C -11.69 -0.93 6.48  0.36
C -10.33 -1.63 6.66  -0.52
O -10.66 -3.01 6.64  -0.27
C -11.98 -3.15 6.87  0.54
O -12.48 -4.18 7.20  -0.38
O -12.63 -1.98 6.74  -0.35
H -11.18 1.00 7.21  0.38
H -11.70 -0.10 8.44  0.34
H -12.95 0.60 7.37  0.34
H -11.76 -0.59 5.44  0.30
H -9.89 -1.42 7.64  0.31
H -9.64 -1.29 5.89  0.33
C -20.95 -1.53 5.98  -1.13
C -20.00 -1.63 4.81  0.39
C -18.80 -0.67 4.81  -0.46
O -17.67 -1.53 4.73  -0.32
C -18.06 -2.82 4.62  0.62
O -17.32 -3.73 4.46  -0.52
O -19.40 -2.92 4.75  -0.32
H -20.45 -1.74 6.93  0.39
H -21.71 -2.30 5.84  0.01
H -21.43 -0.56 6.00  0.43
H -20.60 -1.50 3.90  0.26
H -18.77 -0.06 5.71  0.31
H -18.83 -0.02 3.94  0.28
C -23.41 -3.77 7.91  -1.39
C -22.50 -4.96 7.91  0.59
C -22.20 -5.56 6.52  -0.58
O -20.79 -5.83 6.57  -0.34
C -20.27 -5.31 7.69  0.86
O -19.15 -5.46 8.06  -0.51
O -21.20 -4.60 8.37  -0.44
H -23.51 -3.40 8.93  0.37
H -24.43 -4.02 7.60  0.39
H -23.04 -2.92 7.33  0.19
H -22.92 -5.75 8.53  0.30
H -22.44 -4.93 5.66  0.37
H -22.70 -6.52 6.40  0.28
C -21.26 -9.06 8.33  -1.17
C -19.88 -9.56 8.67  0.42
C -18.72 -8.92 7.86  -0.05
O -17.76 -8.63 8.86  0.01
C -18.29 -8.75 10.10  0.52
O -17.72 -8.48 11.11  -0.55
O -19.52 -9.31 10.03  -0.43
H -21.93 -9.30 9.17  0.45
H -21.64 -9.56 7.45  0.40
H -21.29 -7.97 8.20  -0.01
H -19.87 -10.65 8.55  0.24
H -19.03 -8.05 7.30  -0.21
H -18.32 -9.67 7.18  0.31
O -14.08 -8.87 6.74  -0.44
C -14.80 -7.92 6.66  0.41
O -15.97 -7.90 6.01  -0.41
C -16.60 -6.60 6.12  0.96
C -15.67 -5.83 7.07  -0.34
O -14.61 -6.78 7.32  -0.18
H -16.70 -6.15 5.14  0.25
H -17.56 -6.86 6.55  -0.86
H -16.11 -5.67 8.06  0.36
H -15.27 -4.90 6.69  0.29
O -10.08 -13.47 4.18  -0.54
C -10.50 -12.52 4.75  0.58
O -11.25 -12.58 5.88  -0.43
C -11.69 -11.27 6.25  0.42
C -10.79 -10.36 5.41  0.11
O -10.33 -11.23 4.38  -0.40
H -12.76 -11.08 6.18  0.02
H -11.51 -11.19 7.33  -0.05
H -9.98 -9.96 6.02  0.23
H -11.36 -9.57 4.93  0.09
O -8.08 -6.41 7.42  -0.57
C -9.24 -6.68 7.32  0.54
O -10.14 -6.56 8.32  -0.43
C -11.42 -7.04 7.87  0.46
C -11.22 -7.02 6.36  0.22
O -9.82 -7.18 6.20  -0.42
H -11.54 -8.07 8.19  -0.06
H -12.23 -6.38 8.13  0.17
H -11.56 -6.06 5.95  0.08
H -11.87 -7.74 5.87  -0.07
O -11.52 -10.82 9.87  -0.54
C -12.67 -10.52 9.82  0.65
O -13.63 -11.19 9.14  -0.35
C -14.89 -10.63 9.44  -0.17
C -14.56 -9.25 9.98  0.57
O -13.19 -9.44 10.43  -0.46
H -15.44 -10.53 8.51  0.20
H -15.48 -11.19 10.17  0.29
H -15.14 -8.89 10.83  0.31
H -14.55 -8.48 9.21  -0.47

Values from the calculation:
E_tot, eV: -78826.3083
Gap between HOMO and LUMO, eV: 10.016
Energy relative to the best compared isomer or geometry (same formula, charge and spin), kcal/mol: 0.0
SMILES string: C[C@H]1COC(=O)O1.C[C@H]1COC(=O)O1.C[C@H]1COC(=O)O1.C[C@H]1COC(=O)O1.O=C1OCCO1.O=C1OCCO1.O=C1OCCO1.O=C1OCCO1
2S+1: 1
HOMO, Ha: -0.37127
E_LUMO, eV: -0.087



# C12H12FN2O11S2

A 2-piece molecular cluster, C12H12FN2O11S2 overall at a distorted geometry (ωB97M-V with the def2-TZVPD basis set, the Open Molecules 2025 dataset).

Last column: Mulliken charge in e.
CARTESIAN COORDINATES (ANGSTROEM)
C -3.35 3.90 -0.94  0.01
C -2.46 3.07 -0.87  -1.05
C -1.64 1.87 -0.56  0.70
C -1.30 0.76 -1.48  0.41
S -1.94 0.94 -3.21  1.20
O -1.75 2.30 -3.70  -0.50
O -1.15 0.03 -4.02  -0.55
F -3.48 0.44 -3.29  -0.19
N -0.60 -0.37 -1.30  -0.94
N -0.08 -0.55 -0.12  0.90
O 0.62 -1.69 0.09  -0.36
C -0.25 0.39 0.87  0.56
C 0.47 0.07 2.25  -1.68
C -0.57 -0.74 3.12  0.97
O -1.76 -0.64 2.86  -0.52
O -0.16 -1.58 4.14  -0.33
C -1.35 -1.84 4.95  0.71
C -2.19 -3.15 4.75  -0.85
O -1.69 -1.05 5.79  -0.44
C -1.02 1.65 0.81  0.74
O -1.16 2.54 1.82  -0.61
H -3.96 4.81 -1.13  0.41
H 1.58 -1.51 -0.09  0.45
H 0.70 1.06 2.76  0.46
H 1.43 -0.50 2.10  0.37
H -3.16 -2.93 4.25  0.26
H -1.57 -3.83 4.09  0.31
H -2.30 -3.63 5.76  0.32
H -1.10 2.05 2.67  0.33
C 2.30 -0.38 -3.60  0.22
C 3.15 0.86 -3.42  -0.37
O 3.80 0.67 -2.16  -0.32
S 4.06 -0.91 -1.92  1.12
O 5.39 -1.21 -2.29  -0.52
O 3.50 -1.26 -0.65  -0.65
O 3.07 -1.46 -3.08  -0.31
H 1.38 -0.31 -3.01  -0.21
H 2.05 -0.56 -4.64  0.33
H 2.57 1.78 -3.42  0.34
H 3.92 0.93 -4.19  0.33

Values from the calculation:
E_tot, eV: -62514.2518
Gap between HOMO and LUMO, eV: 7.805
Net charge: +1
2S+1: 1
HOMO, Ha: -0.50617
E_LUMO, eV: -5.968



# C15H13ClFNO2

One molecule with the formula C15H13ClFNO2 (ωB97M-V with the def2-TZVPD basis set, the Open Molecules 2025 dataset).

Last column: Mulliken charge in e.
CARTESIAN COORDINATES (ANGSTROEM)
O -0.02 -1.51 -0.60  -0.72
C -0.60 -0.43 -0.61  0.56
C 0.00 0.80 -1.06  0.29
C 1.41 0.66 -1.60  -1.91
C 2.36 0.29 -0.49  0.19
C 2.58 1.18 0.56  0.70
F 1.98 2.39 0.50  -0.32
C 3.39 0.90 1.64  -0.79
C 4.03 -0.33 1.68  -0.31
C 3.85 -1.24 0.65  -0.82
C 3.03 -0.93 -0.42  0.84
Cl 2.88 -2.08 -1.69  -0.21
C -0.68 1.99 -1.00  0.78
O -0.18 3.19 -1.36  -0.66
C -2.03 1.99 -0.54  -0.99
C -2.60 0.83 -0.15  -0.26
N -1.92 -0.34 -0.16  0.07
C -2.52 -1.56 0.28  -0.30
C -3.49 -1.60 1.43  -0.57
C -3.97 -1.87 0.03  -0.59
H 1.41 -0.14 -2.34  0.55
H 1.74 1.58 -2.09  0.51
H 3.52 1.63 2.42  0.44
H 4.66 -0.58 2.52  0.37
H 4.35 -2.20 0.67  0.43
H 0.78 3.14 -1.45  0.36
H -2.56 2.92 -0.52  0.44
H -3.61 0.80 0.21  0.39
H -1.81 -2.37 0.18  0.61
H -3.41 -2.43 2.12  0.26
H -3.76 -0.67 1.90  0.22
H -4.24 -2.87 -0.24  0.26
H -4.58 -1.12 -0.45  0.21

Values from the calculation:
E_tot, eV: -36590.7093
Gap between HOMO and LUMO, eV: 8.997
SMILES string: O=c1c(Cc2c(F)cccc2Cl)c(O)ccn1C1CC1
2S+1: 1
HOMO, Ha: -0.30240
E_LUMO, eV: 0.769